(1)
C59H40KN9O4 | ωB97M-V/def2-TZVPD

Atoms and positions in Å:
1 K -0.052 0.003 -0.349
2 C -2.676 -2.435 6.803
3 C -2.315 -3.217 5.714
4 C -1.797 -2.625 4.570
5 C -1.630 -1.244 4.490
6 C -1.997 -0.470 5.591
7 C -2.515 -1.057 6.736
8 C -1.051 -0.616 3.264
9 C 0.322 -0.838 3.044
10 C 1.216 -1.410 4.048
11 C 2.473 -1.245 3.581
12 C 2.350 -0.590 2.278
13 N 1.046 -0.398 1.986
14 C 3.449 -0.167 1.493
15 C 3.405 0.617 0.315
16 C 4.567 0.948 -0.512
17 C 4.102 1.669 -1.556
18 C 2.660 1.802 -1.362
19 C 1.802 2.578 -2.161
20 C 2.376 3.190 -3.395
21 C 1.974 2.744 -4.653
22 C 2.485 3.313 -5.811
23 C 3.412 4.344 -5.731
24 C 3.822 4.797 -4.484
25 C 3.306 4.226 -3.329
26 C 0.445 2.885 -1.886
27 N -0.253 2.404 -0.842
28 C -1.478 2.972 -0.861
29 C -2.535 2.682 0.030
30 C -3.814 3.416 -0.210
31 C -4.928 2.736 -0.701
32 C -6.121 3.403 -0.941
33 C -6.222 4.766 -0.693
34 C -5.119 5.453 -0.204
35 C -3.927 4.783 0.034
36 C -2.545 1.758 1.098
37 C -3.657 1.563 2.024
38 C -3.260 0.614 2.906
39 C -1.899 0.244 2.528
40 N -1.531 0.934 1.436
41 C -1.571 3.887 -1.995
42 C -0.375 3.831 -2.633
43 N 2.290 1.124 -0.248
44 C 4.805 -0.545 1.991
45 C 5.179 -1.881 2.133
46 C 6.440 -2.228 2.595
47 C 7.357 -1.240 2.929
48 C 6.997 0.094 2.800
49 C 5.735 0.436 2.337
50 H -3.078 -2.897 7.697
51 H -2.435 -4.293 5.753
52 H -1.521 -3.231 3.716
53 H -1.863 0.603 5.539
54 H -2.790 -0.437 7.581
55 H 0.921 -1.825 4.999
56 H 3.392 -1.501 4.084
57 H 5.587 0.648 -0.332
58 H 4.676 2.067 -2.378
59 H 1.260 1.931 -4.714
60 H 2.162 2.944 -6.777
61 H 3.815 4.787 -6.633
62 H 4.542 5.603 -4.408
63 H 3.617 4.583 -2.355
64 H -4.838 1.676 -0.906
65 H -6.973 2.856 -1.328
66 H -7.152 5.289 -0.881
67 H -5.187 6.516 -0.006
68 H -3.064 5.315 0.415
69 H -4.601 2.088 2.011
70 H -3.828 0.215 3.732
71 H -2.430 4.479 -2.273
72 H -0.077 4.379 -3.514
73 H 4.466 -2.655 1.877
74 H 6.708 -3.274 2.683
75 H 8.343 -1.509 3.288
76 H 7.702 0.874 3.064
77 H 5.451 1.476 2.239
78 O 2.369 -6.248 -2.902
79 C 2.959 -5.558 -2.002
80 O 3.932 -5.917 -1.335
81 C 2.410 -4.177 -1.749
82 C 2.939 -3.310 -0.819
83 N 2.200 -2.189 -0.868
84 N 1.215 -2.247 -1.766
85 C 1.322 -3.453 -2.314
86 C 0.324 -3.857 -3.370
87 O 0.511 -5.040 -3.893
88 O -0.543 -3.091 -3.739
89 H 1.353 -5.580 -3.449
90 H 3.778 -3.436 -0.157
91 H 2.310 -1.356 -0.302
92 N -3.655 -1.828 -1.064
93 C -3.317 -0.861 -2.009
94 C -4.340 -0.379 -2.841
95 C -4.018 0.564 -3.793
96 C -2.703 0.999 -3.912
97 C -1.776 0.464 -3.038
98 N -2.074 -0.428 -2.096
99 C -2.853 -2.651 -0.272
100 C -3.442 -3.818 0.242
101 C -2.668 -4.660 1.008
102 C -1.340 -4.331 1.255
103 C -0.866 -3.146 0.726
104 N -1.600 -2.319 -0.020
105 H -4.601 -2.157 -1.151
106 H -5.355 -0.744 -2.734
107 H -4.791 0.960 -4.441
108 H -2.407 1.742 -4.639
109 H -0.733 0.771 -3.078
110 H -4.474 -4.057 0.017
111 H -3.094 -5.575 1.401
112 H -0.688 -4.971 1.834
113 H 0.159 -2.834 0.903

## Properties
HOMO-LUMO gap = 5.46 eV
LUMO level = 3.67 eV
ΔE to the lowest compared entry with this formula, charge and spin = 0.00 kcal/mol
E_tot = -99763.070 eV
charge = -2

Here are the Löwdin charges for atoms 1 to 6, given in e:
1 K 0.704
2 C -0.118
3 C -0.091
4 C -0.023
5 C -0.204
6 C -0.043

=====

(2)
C59H43N2O2P3S2SiY | ωB97M-V/def2-TZVPD

Atoms and positions in Å:
1 Y -0.552 0.548 1.367
2 C 5.054 -4.387 0.919
3 C 4.586 -3.654 -0.166
4 C 3.830 -2.516 0.043
5 C 3.526 -2.087 1.336
6 C 4.011 -2.814 2.414
7 C 4.767 -3.961 2.205
8 P 2.477 -0.593 1.489
9 C 2.576 -0.181 3.264
10 C 1.971 -1.070 4.154
11 C 1.917 -0.788 5.508
12 C 2.461 0.392 5.992
13 C 3.056 1.288 5.116
14 C 3.114 1.003 3.760
15 C 3.499 0.678 0.660
16 C 4.840 0.842 1.004
17 C 5.589 1.853 0.433
18 C 4.986 2.706 -0.487
19 C 3.667 2.514 -0.856
20 C 2.896 1.482 -0.318
21 Si 1.111 1.021 -0.849
22 C 0.468 2.325 -2.107
23 C 1.161 2.634 -3.284
24 C 0.658 3.510 -4.229
25 C -0.588 4.096 -4.035
26 C -1.307 3.794 -2.894
27 C -0.782 2.934 -1.929
28 P -1.784 2.487 -0.467
29 C -2.122 4.029 0.444
30 C -2.729 3.901 1.692
31 C -2.976 5.018 2.474
32 C -2.606 6.276 2.025
33 C -1.983 6.408 0.792
34 C -1.740 5.293 0.007
35 C -3.398 2.054 -1.198
36 C -4.604 2.407 -0.602
37 C -5.803 1.923 -1.100
38 C -5.814 1.075 -2.195
39 C -4.616 0.717 -2.798
40 C -3.419 1.205 -2.302
41 C 1.559 -0.442 -2.045
42 C 2.747 -0.471 -2.785
43 C 3.052 -1.504 -3.651
44 C 2.167 -2.566 -3.808
45 C 0.987 -2.570 -3.088
46 C 0.686 -1.525 -2.214
47 P -0.848 -1.544 -1.223
48 C -2.033 -2.202 -2.466
49 C -2.067 -1.577 -3.712
50 C -2.922 -2.010 -4.708
51 C -3.782 -3.075 -4.474
52 C -3.759 -3.705 -3.241
53 C -2.886 -3.279 -2.249
54 C -0.615 -2.958 -0.086
55 C 0.596 -3.635 0.001
56 C 0.795 -4.617 0.960
57 C -0.230 -4.949 1.833
58 C -1.451 -4.296 1.743
59 C -1.639 -3.302 0.797
60 H 5.639 -5.283 0.760
61 H 4.806 -3.969 -1.178
62 H 3.472 -1.955 -0.812
63 H 3.798 -2.499 3.427
64 H 5.131 -4.518 3.059
65 H 1.510 -1.980 3.787
66 H 1.419 -1.480 6.173
67 H 2.406 0.621 7.049
68 H 3.464 2.221 5.483
69 H 3.556 1.724 3.083
70 H 5.293 0.180 1.734
71 H 6.627 1.988 0.709
72 H 5.554 3.517 -0.925
73 H 3.223 3.183 -1.583
74 H 2.115 2.156 -3.476
75 H 1.225 3.724 -5.126
76 H -1.002 4.768 -4.777
77 H -2.297 4.214 -2.757
78 H -3.002 2.917 2.064
79 H -3.445 4.895 3.441
80 H -2.789 7.149 2.637
81 H -1.672 7.384 0.440
82 H -1.222 5.412 -0.933
83 H -4.616 3.054 0.265
84 H -6.729 2.197 -0.612
85 H -6.750 0.681 -2.567
86 H -4.607 0.040 -3.640
87 H -2.487 0.917 -2.774
88 H 3.466 0.332 -2.663
89 H 3.983 -1.488 -4.204
90 H 2.397 -3.381 -4.481
91 H 0.292 -3.395 -3.197
92 H -1.389 -0.755 -3.926
93 H -2.916 -1.512 -5.670
94 H -4.460 -3.410 -5.247
95 H -4.418 -4.539 -3.040
96 H -2.879 -3.803 -1.304
97 H 1.397 -3.392 -0.679
98 H 1.757 -5.110 1.022
99 H -0.075 -5.706 2.591
100 H -2.248 -4.524 2.438
101 H -2.580 -2.765 0.778
102 S -3.219 -0.059 1.387
103 C -2.881 -1.080 2.758
104 S -1.287 -1.078 3.446
105 C -3.855 -1.927 3.250
106 C -5.169 -1.958 2.707
107 N -6.242 -2.003 2.289
108 C -3.583 -2.850 4.297
109 N -3.398 -3.615 5.140
110 O 0.711 3.358 0.900
111 C 0.738 3.180 2.116
112 O 0.152 2.220 2.725
113 H 1.331 3.868 2.752

## Properties
HOMO-LUMO gap = 6.86 eV
LUMO level = 2.28 eV
ΔE to the lowest compared entry with this formula, charge and spin = 0.00 kcal/mol
E_tot = -127421.429 eV
charge = -1

Here are the Löwdin charges for atoms 1 to 6, given in e:
1 Y 0.814
2 C -0.098
3 C -0.079
4 C -0.102
5 C -0.344
6 C -0.081

=====

(3)
C59H48N2P3SiV | ωB97M-V/def2-TZVPD

Atoms and positions in Å:
1 V 0.194 -0.122 -0.339
2 C -4.186 3.205 -3.685
3 C -4.111 3.092 -2.301
4 C -2.921 2.728 -1.699
5 C -1.790 2.475 -2.479
6 C -1.866 2.600 -3.860
7 C -3.065 2.962 -4.460
8 P -0.290 1.972 -1.588
9 C 0.985 1.759 -2.878
10 C 2.124 2.553 -2.975
11 C 3.088 2.281 -3.934
12 C 2.918 1.224 -4.815
13 C 1.782 0.433 -4.733
14 C 0.828 0.691 -3.762
15 C 0.191 3.481 -0.669
16 C 0.290 4.716 -1.307
17 C 0.723 5.820 -0.594
18 C 1.045 5.689 0.754
19 C 0.900 4.469 1.394
20 C 0.455 3.344 0.701
21 Si -0.069 1.659 1.383
22 C 0.707 1.158 3.036
23 C 0.411 1.732 4.272
24 C 0.906 1.199 5.451
25 C 1.716 0.070 5.415
26 C 2.032 -0.516 4.201
27 C 1.524 0.021 3.022
28 P 1.973 -0.630 1.365
29 C 3.543 0.231 1.045
30 C 4.698 0.004 1.793
31 C 5.834 0.757 1.561
32 C 5.830 1.751 0.590
33 C 4.687 1.989 -0.153
34 C 3.548 1.229 0.078
35 C 2.458 -2.366 1.632
36 C 3.547 -2.931 0.971
37 C 3.812 -4.287 1.086
38 C 2.993 -5.093 1.862
39 C 1.902 -4.537 2.517
40 C 1.634 -3.184 2.398
41 C -1.924 1.898 1.722
42 C -2.496 3.057 2.252
43 C -3.859 3.146 2.475
44 C -4.690 2.074 2.169
45 C -4.152 0.920 1.629
46 C -2.779 0.838 1.404
47 P -2.009 -0.618 0.625
48 C -1.880 -1.857 1.956
49 C -1.773 -3.212 1.649
50 C -1.651 -4.151 2.661
51 C -1.606 -3.743 3.987
52 C -1.676 -2.394 4.298
53 C -1.817 -1.452 3.288
54 C -3.331 -1.272 -0.454
55 C -3.353 -0.827 -1.774
56 C -4.370 -1.210 -2.635
57 C -5.372 -2.057 -2.185
58 C -5.355 -2.514 -0.874
59 C -4.344 -2.119 -0.011
60 H -5.117 3.488 -4.156
61 H -4.982 3.286 -1.690
62 H -2.878 2.639 -0.620
63 H -0.993 2.421 -4.473
64 H -3.117 3.060 -5.536
65 H 2.262 3.387 -2.301
66 H 3.972 2.902 -3.998
67 H 3.668 1.021 -5.566
68 H 1.636 -0.390 -5.419
69 H -0.051 0.058 -3.696
70 H 0.040 4.814 -2.357
71 H 0.815 6.781 -1.082
72 H 1.394 6.550 1.307
73 H 1.129 4.394 2.451
74 H -0.239 2.599 4.321
75 H 0.657 1.655 6.400
76 H 2.098 -0.352 6.335
77 H 2.662 -1.396 4.180
78 H 4.712 -0.762 2.558
79 H 6.727 0.574 2.143
80 H 6.720 2.342 0.420
81 H 4.671 2.767 -0.905
82 H 2.649 1.434 -0.493
83 H 4.204 -2.313 0.371
84 H 4.666 -4.710 0.575
85 H 3.206 -6.148 1.961
86 H 1.256 -5.156 3.125
87 H 0.772 -2.771 2.910
88 H -1.867 3.912 2.472
89 H -4.282 4.056 2.882
90 H -5.755 2.147 2.342
91 H -4.803 0.096 1.365
92 H -1.807 -3.545 0.618
93 H -1.590 -5.202 2.412
94 H -1.512 -4.476 4.777
95 H -1.631 -2.068 5.328
96 H -1.892 -0.403 3.545
97 H -2.566 -0.173 -2.139
98 H -4.376 -0.843 -3.652
99 H -6.166 -2.361 -2.853
100 H -6.134 -3.174 -0.520
101 H -4.350 -2.477 1.011
102 N 1.563 -5.105 -4.053
103 C 1.228 -4.066 -3.258
104 C 2.199 -3.208 -2.717
105 C 1.799 -2.175 -1.907
106 N 0.523 -1.910 -1.589
107 C -0.400 -2.731 -2.111
108 C -0.108 -3.794 -2.930
109 H 2.522 -5.300 -4.276
110 H 0.863 -5.717 -4.429
111 H 3.250 -3.351 -2.919
112 H 2.549 -1.513 -1.483
113 H -1.428 -2.516 -1.850
114 H -0.913 -4.407 -3.309

## Properties
2S+1 = 4
HOMO-LUMO gap (spin up / spin down) = 7.40 / 7.33 eV
LUMO level (spin up / spin down) = -1.89 / -1.87 eV
ΔE to the lowest compared entry with this formula, charge and spin = 0.00 kcal/mol
E_tot = -126372.447 eV
charge = +1

Here are the Löwdin charges for atoms 1 to 6, given in e:
1 V 0.171
2 C -0.075
3 C -0.062
4 C -0.086
5 C -0.355
6 C -0.080

=====

(4)
C59H53N3O14 | ωB97M-V/def2-TZVPD

Atoms and positions in Å:
1 C 2.242 -2.222 1.124
2 C 2.120 -1.095 0.067
3 O 2.677 0.085 0.644
4 C 3.472 0.855 -0.259
5 C 2.990 2.316 -0.155
6 O 2.024 2.552 -1.173
7 C 0.802 3.094 -0.707
8 C -0.196 2.031 -0.240
9 C -0.515 1.873 1.072
10 C 0.043 2.709 2.240
11 N 0.174 2.012 3.512
12 C 1.137 0.920 3.484
13 C -1.481 0.874 1.411
14 C -2.065 0.117 0.466
15 C -3.124 -0.895 0.935
16 C -4.319 -0.078 1.449
17 C -4.927 -0.338 2.644
18 C -5.968 0.493 3.035
19 C -6.413 1.542 2.288
20 C -7.532 2.480 2.700
21 C -5.790 1.765 1.058
22 C -4.757 0.970 0.641
23 C -1.739 0.254 -0.913
24 N -2.385 -0.542 -1.815
25 C -2.013 -0.278 -3.043
26 C -1.037 0.676 -3.414
27 N -0.416 1.435 -2.549
28 C -0.795 1.229 -1.255
29 H 1.458 -2.078 1.875
30 H 3.238 -2.130 1.563
31 H 2.096 -3.188 0.637
32 H 2.650 -1.422 -0.836
33 H 1.052 -0.906 -0.120
34 H 3.302 0.560 -1.300
35 H 4.524 0.786 0.052
36 H 2.482 2.387 0.814
37 H 3.815 3.044 -0.150
38 H 0.366 3.671 -1.531
39 H 0.915 3.807 0.122
40 H 0.989 3.204 2.010
41 H -0.687 3.519 2.410
42 H -0.723 1.701 3.862
43 H 0.775 0.013 2.970
44 H 1.302 0.611 4.529
45 H 2.115 1.222 3.102
46 H -1.766 0.713 2.449
47 H -3.423 -1.541 0.106
48 H -2.656 -1.462 1.747
49 H -4.600 -1.166 3.269
50 H -6.440 0.313 4.004
51 H -8.256 2.487 1.873
52 H -7.165 3.512 2.763
53 H -8.041 2.180 3.619
54 H -6.101 2.597 0.429
55 H -4.296 1.198 -0.315
56 H -2.481 -0.859 -3.842
57 H -0.798 0.782 -4.472
58 C 2.604 -5.683 -2.264
59 C 2.301 -6.786 -2.941
60 C 2.566 -8.132 -2.374
61 O 2.295 -9.140 -2.990
62 C 3.177 -8.198 -1.022
63 C 3.479 -7.093 -0.347
64 C 3.216 -5.750 -0.918
65 O 3.494 -4.738 -0.304
66 H 2.421 -4.693 -2.661
67 H 1.856 -6.758 -3.923
68 H 3.361 -9.189 -0.625
69 H 3.928 -7.119 0.638
70 C 8.324 -2.065 0.321
71 C 7.884 -1.874 -0.920
72 C 6.456 -2.077 -1.268
73 O 6.055 -1.906 -2.401
74 C 5.538 -2.497 -0.183
75 C 5.979 -2.688 1.058
76 C 7.405 -2.487 1.408
77 O 7.809 -2.659 2.538
78 H 9.362 -1.923 0.596
79 H 8.538 -1.566 -1.726
80 H 4.503 -2.639 -0.457
81 H 5.325 -2.997 1.863
82 C 6.765 -5.254 -5.269
83 C 5.492 -5.296 -4.887
84 C 4.449 -5.898 -5.752
85 O 3.287 -5.933 -5.403
86 C 4.878 -6.453 -7.058
87 C 6.151 -6.412 -7.441
88 C 7.196 -5.809 -6.576
89 O 8.356 -5.773 -6.923
90 H 7.541 -4.818 -4.652
91 H 5.160 -4.895 -3.937
92 H 4.101 -6.888 -7.674
93 H 6.483 -6.811 -8.391
94 C -5.565 0.646 7.278
95 C -4.620 1.099 6.458
96 C -3.260 0.506 6.447
97 O -2.397 0.919 5.701
98 C -2.994 -0.613 7.385
99 C -3.939 -1.065 8.205
100 C -5.300 -0.472 8.216
101 O -6.161 -0.886 8.961
102 H -6.563 1.066 7.299
103 H -4.794 1.913 5.766
104 H -1.997 -1.033 7.362
105 H -3.764 -1.880 8.897
106 C -6.928 2.112 -3.348
107 C -8.095 2.149 -3.986
108 C -9.004 3.315 -3.862
109 O -10.068 3.348 -4.442
110 C -8.562 4.439 -3.000
111 C -7.395 4.402 -2.362
112 C -6.487 3.236 -2.487
113 O -5.422 3.202 -1.906
114 H -6.251 1.271 -3.424
115 H -8.434 1.339 -4.619
116 H -9.238 5.280 -2.923
117 H -7.055 5.211 -1.728
118 C 2.635 8.273 0.815
119 C 1.407 8.784 0.780
120 C 0.401 8.302 -0.198
121 O -0.718 8.769 -0.231
122 C 0.816 7.228 -1.133
123 C 2.044 6.717 -1.098
124 C 3.050 7.199 -0.120
125 O 4.169 6.732 -0.086
126 H 3.383 8.612 1.521
127 H 1.086 9.567 1.455
128 H 0.067 6.889 -1.838
129 H 2.364 5.933 -1.773

## Properties
HOMO-LUMO gap = 6.74 eV
LUMO level = -1.72 eV
SMILES string = CCOCCOCc1c(CNC)cc(Cc2ccc(C)cc2)c2nccnc12.O=C1C=CC(=O)C=C1.O=C1C=CC(=O)C=C1.O=C1C=CC(=O)C=C1.O=C1C=CC(=O)C=C1.O=C1C=CC(=O)C=C1.O=C1C=CC(=O)C=C1
ΔE to the lowest compared entry with this formula, charge and spin = 9.58 kcal/mol
E_tot = -95169.939 eV

Here are the Löwdin charges for atoms 1 to 6, given in e:
1 C -0.059
2 C -0.240
3 O -0.169
4 C -0.159
5 C -0.161
6 O -0.123